1.
Density functional theory data (the ωB97M-V functional and the def2-TZVPD basis) for C31H31I2N5OSTi as an isolated structure.

Summary:
Gap between HOMO and LUMO (spin up / spin down) = 4.64 / 4.64 eV
Multiplicity = 1
HOMO energy (spin up / spin down) = -5.93 / -5.93 eV
Relative energy (zero: lowest compared OMol25 entry of this formula, charge and spin) = 1.1768 eV
M = 823.36 g/mol
Total energy = -3392.099755 Ha

Cartesian coordinates (Å):
Ti1 1.28520 -0.49728 0.43331
C1 0.77506 -2.36073 2.94623
N1 1.16764 -1.05583 2.41952
C2 1.69039 -0.16868 3.21699
C3 2.24985 1.02426 2.73806
C4 2.96200 2.00619 3.43669
C5 3.41563 2.90401 2.48020
C6 2.96048 2.42169 1.24491
N2 2.25671 1.29076 1.37644
C7 -0.69258 -2.47745 3.27374
C8 -1.19533 -3.74868 3.55484
C9 -2.52947 -3.92134 3.87505
C10 -3.38377 -2.82337 3.92855
C11 -2.88691 -1.55972 3.66060
C12 -1.54492 -1.38610 3.33297
H1 1.35533 -2.56417 3.85146
H2 1.07656 -3.11931 2.21037
H3 1.74613 -0.38357 4.28381
H4 3.12917 2.02982 4.50226
H5 4.01470 3.78656 2.63365
H6 3.12531 2.87091 0.27660
H7 -0.53266 -4.60535 3.49857
H8 -2.90770 -4.91411 4.08232
H9 -4.42782 -2.95842 4.17991
H10 -3.54294 -0.69882 3.70980
H11 -1.16808 -0.39174 3.12283
S1 0.55014 0.29969 -3.96710
C13 2.00198 1.19582 -3.64621
C14 2.70969 2.04427 -4.49475
C15 3.88726 2.58833 -4.02300
C16 4.36433 2.27872 -2.74279
C17 3.66247 1.44242 -1.89886
C18 2.45491 0.91962 -2.35543
N3 1.61384 0.06138 -1.65031
C19 0.62315 -0.37337 -2.38500
C20 -0.24875 -1.43841 -1.88104
C21 -1.17999 -2.05635 -2.71190
C22 -1.90833 -3.12706 -2.21944
C23 -1.68944 -3.55915 -0.91874
C24 -0.76081 -2.92895 -0.09921
C25 -0.01355 -1.85142 -0.56151
H12 2.35870 2.25436 -5.49615
H13 4.46334 3.24353 -4.66260
H14 5.30844 2.69166 -2.41306
H15 4.03290 1.16433 -0.92230
H16 -1.31180 -1.73444 -3.73970
H17 -2.61575 -3.64194 -2.85616
H18 -2.23061 -4.41556 -0.53680
H19 -0.60997 -3.32297 0.89219
C26 0.42700 3.05117 -0.89075
N4 -0.81212 2.35007 -1.17260
C27 -1.70130 3.02633 -2.11047
C28 -2.74043 2.06859 -2.64677
C29 -3.41896 1.41356 -1.46484
N5 -2.42410 0.77606 -0.61263
C30 -2.92556 -0.30283 0.22556
C31 -1.19153 1.28458 -0.44065
O1 -0.39463 0.74190 0.38590
H20 1.04722 3.09462 -1.78753
H21 0.95798 2.54224 -0.09766
H22 0.20594 4.07108 -0.56476
H23 -1.07823 3.42834 -2.91120
H24 -2.18371 3.87501 -1.61244
H25 -2.26286 1.30790 -3.26718
H26 -3.46766 2.60407 -3.25614
H27 -4.11490 0.63779 -1.78330
H28 -3.98827 2.15269 -0.88950
H29 -3.31848 -1.09698 -0.40922
H30 -3.72304 0.07155 0.87336
H31 -2.13253 -0.70646 0.83707
I1 3.49312 -1.70800 0.38758
I2 1.88691 -5.11736 0.22834

Results of the Löwdin charge analysis, in e, for atoms 1 through 8:
1. Ti 0.6935
2. C -0.1816
3. N -0.1612
4. C -0.0907
5. C -0.3387
6. C -0.0301
7. C -0.0719
8. C -0.1773

---

2.
Density functional theory data (the ωB97M-V functional and the def2-TZVPD basis) for C31H31I2N7O3RhSe as an isolated structure.

Summary:
Gap between HOMO and LUMO = 5.90 eV
Multiplicity = 1
HOMO energy = -10.64 eV
Net charge = +1
Relative energy (zero: lowest compared OMol25 entry of this formula, charge and spin) = 0.5266 eV
M = 985.31 g/mol
Total energy = -4916.139031 Ha

Cartesian coordinates (Å):
Rh1 0.23182 0.00164 -0.66856
I1 -3.33808 3.34081 0.57124
C1 -1.38211 3.66753 -0.03714
C2 -0.85701 4.96984 -0.15014
C3 0.42422 5.18016 -0.58245
I2 1.12421 7.14318 -0.72688
C4 1.24954 4.07813 -0.93064
C5 2.57454 4.15491 -1.41440
C6 3.25126 3.00929 -1.74492
C7 2.63157 1.76545 -1.57135
N1 1.40565 1.66062 -1.10884
C8 0.70510 2.78784 -0.80411
C9 -0.61551 2.57275 -0.36351
O1 -1.09282 1.32985 -0.32149
H1 -1.48679 5.80982 0.10800
H2 3.04506 5.12287 -1.52247
H3 4.26186 3.04164 -2.12460
H4 3.15707 0.84541 -1.79116
C10 7.06386 1.94632 0.96768
C11 5.73302 1.25105 0.92991
C12 5.54891 0.09655 0.17364
C13 4.32516 -0.55646 0.12206
C14 4.17926 -1.79076 -0.73676
C15 3.26308 -0.03115 0.87267
Se1 1.62380 -1.01305 0.86035
C16 3.40945 1.13078 1.63382
C17 2.27951 1.73581 2.42230
C18 4.65260 1.75202 1.64553
H5 7.79313 1.44397 0.33491
H6 7.45766 1.97200 1.98464
H7 6.97108 2.97971 0.63068
H8 6.38061 -0.30552 -0.39342
H9 5.10353 -1.98662 -1.27755
H10 3.37350 -1.67955 -1.46751
H11 3.93716 -2.67281 -0.14234
H12 1.30410 1.47241 2.01620
H13 2.36422 2.82221 2.43220
H14 2.31156 1.39516 3.45948
H15 4.77789 2.65674 2.23073
C19 -2.47398 -0.78436 -2.31574
C20 -2.25804 -1.53018 -1.04906
N2 -1.17252 -1.45584 -0.29658
C21 -1.36192 -2.28365 0.79320
C22 -2.57436 -2.87260 0.67755
N3 -3.13128 -2.38384 -0.48598
C23 -4.47175 -2.69941 -0.95832
N4 -5.46569 -2.17125 -0.07749
N5 -5.79979 -2.86327 1.04313
N6 -6.58276 -2.16290 1.75709
C24 -6.79069 -0.95100 1.13022
C25 -7.54894 0.15646 1.51615
C26 -7.53896 1.24545 0.67596
C27 -6.80271 1.24296 -0.52494
C28 -6.05216 0.15802 -0.92003
C29 -6.06336 -0.94241 -0.06181
H16 -1.53590 -0.32944 -2.63046
H17 -3.20380 0.01472 -2.17973
H18 -2.78465 -1.45836 -3.11231
H19 -0.63689 -2.37321 1.58266
H20 -3.10993 -3.55429 1.31532
H21 -4.58948 -3.77874 -1.01645
H22 -4.60127 -2.27002 -1.94860
H23 -8.11409 0.14493 2.43755
H24 -8.11149 2.12624 0.93287
H25 -6.83729 2.11878 -1.15989
H26 -5.50193 0.16598 -1.85150
N7 1.47068 -4.73350 -0.94988
C30 0.26745 -5.06247 -1.70986
C31 -0.31319 -3.80842 -2.34904
O2 -1.44420 -3.72292 -2.74806
O3 0.56341 -2.80890 -2.45976
H27 1.24058 -4.48176 0.00414
H28 1.36932 -3.11108 -1.97834
H29 2.12013 -5.50686 -0.91803
H30 -0.52400 -5.54930 -1.13792
H31 0.52621 -5.73276 -2.53145

Results of the Löwdin charge analysis, in e, for atoms 1 through 8:
1. Rh 0.8852
2. I 0.9860
3. C -0.6383
4. C -0.2008
5. C -0.6554
6. I 0.9675
7. C -0.1962
8. C -0.0047

---

3.
Density functional theory data (the ωB97M-V functional and the def2-TZVPD basis) for C31H31N5OPS4Sc as an isolated structure.

Summary:
Gap between HOMO and LUMO = 6.60 eV
Multiplicity = 1
HOMO energy = -6.67 eV
Relative energy (zero: lowest compared OMol25 entry of this formula, charge and spin) = 0.1167 eV
M = 693.82 g/mol
Total energy = -4243.861019 Ha

Cartesian coordinates (Å):
Sc1 -0.50612 -1.09798 -0.62173
N1 0.60346 -3.24346 -0.83150
N2 1.91562 -3.29951 -1.29522
C1 2.47487 -2.24389 -1.90199
N3 3.73752 -2.41622 -2.32855
S1 1.68561 -0.77850 -2.16239
H1 0.54120 -3.58550 0.12230
H2 -0.04821 -3.73657 -1.44192
H3 2.39865 -4.18493 -1.27701
H4 4.28797 -3.21285 -2.05653
H5 4.21069 -1.62049 -2.71725
C2 0.00807 -4.08109 5.03334
C3 1.01901 -4.52828 4.19173
C4 1.52639 -3.68750 3.21465
C5 1.04766 -2.38291 3.07569
C6 0.03237 -1.94548 3.92038
C7 -0.48361 -2.79324 4.89211
P1 1.63254 -1.38183 1.66754
C8 3.41780 -1.14958 1.99830
C9 4.16477 -0.55043 0.98196
C10 5.52009 -0.30978 1.14757
C11 6.15203 -0.67574 2.32871
C12 5.41895 -1.27245 3.34352
C13 4.05892 -1.50541 3.18205
C14 0.90753 0.25852 1.89442
C15 1.30680 1.16143 2.88334
C16 0.65084 2.37266 2.99406
C17 -0.39811 2.66144 2.12184
C18 -0.77027 1.75399 1.14267
C19 -0.12496 0.51568 0.97877
H6 -0.40073 -4.73997 5.78824
H7 1.40454 -5.53510 4.29160
H8 2.31339 -4.04644 2.55753
H9 -0.36936 -0.94653 3.80779
H10 -1.28209 -2.44375 5.53374
H11 3.66956 -0.25388 0.06232
H12 6.08394 0.16846 0.35612
H13 7.21073 -0.49128 2.45878
H14 5.90283 -1.55157 4.27100
H15 3.49455 -1.96158 3.98539
H16 2.12298 0.91861 3.55655
H17 0.94487 3.08826 3.75193
H18 -0.92014 3.60789 2.21321
H19 -1.59331 2.02229 0.48513
S2 -4.57456 -3.18296 -0.41973
C20 -2.99118 -2.74922 -0.53475
S3 -2.18628 -2.50945 -2.06637
S4 -2.02429 -2.38366 0.89123
C21 -4.48870 3.78949 -2.52183
N4 -4.02493 2.41869 -2.70185
N5 -2.66920 2.21388 -2.46552
C22 -2.48584 1.00214 -1.85697
O1 -1.34354 0.53318 -1.66450
C23 -3.78869 0.48743 -1.57528
C24 -4.67924 1.37596 -2.07696
C25 -6.16410 1.34258 -2.00766
C26 -1.68133 2.92665 -3.19553
C27 -0.48662 3.24558 -2.56449
C28 0.49028 3.92313 -3.27724
C29 0.26785 4.29555 -4.59564
C30 -0.93349 3.97719 -5.21273
C31 -1.91067 3.28044 -4.51863
H20 -3.92427 4.45174 -3.17312
H21 -4.37404 4.11504 -1.48410
H22 -5.53624 3.83311 -2.80710
H23 -4.01002 -0.45939 -1.10873
H24 -6.48168 0.36703 -1.64752
H25 -6.60856 1.51857 -2.98758
H26 -6.54177 2.10090 -1.31871
H27 -0.32832 2.95339 -1.53479
H28 1.42683 4.16798 -2.79400
H29 1.03141 4.83255 -5.14275
H30 -1.10760 4.25845 -6.24289
H31 -2.84104 2.99851 -4.99445

Results of the Löwdin charge analysis, in e, for atoms 1 through 8:
1. Sc 0.4074
2. N -0.0774
3. N -0.0566
4. C -0.8476
5. N 0.1072
6. S 0.7073
7. H 0.0594
8. H 0.0493